*one*
Entry from OMol25: an isolated molecule of C3H11N3O (ωB97M-V with the def2-TZVPD basis set).

* LUMO: 0.9 eV
* SMILES string: C[C@H](O)C(N)(N)N

ORCA input file:
```
! wB97M-V def2-TZVPD RIJCOSX def2/J DEFGRID3
* xyz 0 1
C -0.29472 0.60760 0.64563
C 0.52619 -0.88228 -0.11330
C 1.05909 -0.76498 -1.52101
N 0.44591 1.77694 0.78544
N -0.81013 0.17377 1.86491
N -1.27232 0.64224 -0.32281
O -0.32858 -1.98218 0.11361
H -0.35197 -2.57512 -0.65636
H 1.35665 -0.98746 0.58992
H 0.83098 2.22698 -0.04143
H 0.35040 2.32889 1.62991
H -0.24489 -0.36554 2.50974
H -1.76448 -0.16264 1.91766
H -1.25228 0.43158 -1.31090
H -1.82858 1.76815 -0.42586
H 0.24029 -0.71202 -2.24533
H 1.65514 -1.64791 -1.78161
H 1.68330 0.12397 -1.63822
*
```

These are the Mulliken partial charges, in e, on atoms 1 to 4:
1. C 0.655
2. C -0.059
3. C -1.379
4. N -0.449

*two*
Entry from OMol25: a cluster of 2 separate species, C3H11N3O in total (ωB97M-V with the def2-TZVPD basis set).

* LUMO: 1.0 eV
* SMILES string: N=C(N)N.COC

ORCA input file:
```
! wB97M-V def2-TZVPD RIJCOSX def2/J DEFGRID3
* xyz 0 1
C 0.25075 -1.80711 0.24048
C -2.00557 -1.77195 0.91276
O -0.95110 -1.05897 0.31106
H -2.23134 -2.69326 0.36096
H 0.11468 -2.71525 -0.35963
H 0.58667 -2.09820 1.24278
H 1.00389 -1.17748 -0.23525
H -2.88082 -1.12458 0.90469
H -1.76257 -2.04823 1.94657
C 1.10279 1.60840 -0.50906
N -0.24571 1.45092 -0.91661
N 1.17672 2.93795 -0.15966
N 2.00285 0.76763 -0.82639
H 0.14266 3.20067 -0.47192
H 2.07515 3.39307 -0.25107
H -0.91022 1.44602 -0.14714
H -0.41030 0.59532 -1.42546
H 2.94149 1.09507 -0.61714
*
```

These are the Mulliken partial charges, in e, on atoms 1 to 4:
1. C -0.666
2. C -0.685
3. O -0.284
4. H 0.279

The relative energies come out as *one* 23.6; *two* 0.0, with values in kcal/mol.

*one*
Entry from OMol25: a cluster of 2 separate species, C3H11N3O in total (ωB97M-V with the def2-TZVPD basis set).

* LUMO: 0.7 eV
* SMILES string: [H]/N=C(\N)NCC.O

ORCA input file:
```
! wB97M-V def2-TZVPD RIJCOSX def2/J DEFGRID3
* xyz 0 1
C -1.35225 -0.87642 -1.38939
C -0.66872 -1.31040 -0.09843
N -0.79084 -0.34041 0.96757
C 0.18789 0.50361 1.43172
N 1.48700 0.02459 1.33599
N -0.15936 1.59999 1.99435
H -1.18159 0.17778 -1.63264
H -2.42867 -1.02798 -1.30770
H -0.98196 -1.39462 -2.27216
H -1.14473 -2.23247 0.22513
H 0.36742 -1.57894 -0.28777
H -1.70221 0.07545 1.08316
H 1.71176 -0.70135 0.67903
H 2.21120 0.72242 1.40459
H 0.64768 2.10898 2.34524
H 1.16497 2.17223 -1.70721
H 1.09243 0.78909 -1.04134
O 1.53999 1.28844 -1.73014
*
```

These are the Mulliken partial charges, in e, on atoms 1 to 4:
1. C -1.147
2. C -0.379
3. N -0.188
4. C 0.521

*two*
Entry from OMol25: a cluster of 2 separate species, C3H11N3O in total (ωB97M-V with the def2-TZVPD basis set).

* LUMO: 0.9 eV
* SMILES string: C/N=C\N.NCO

ORCA input file:
```
! wB97M-V def2-TZVPD RIJCOSX def2/J DEFGRID3
* xyz 0 1
N 1.90818 1.24434 1.80973
C 2.00034 -0.17297 1.95093
O 1.28369 -0.60215 3.12354
H 0.92661 1.51916 1.78418
H 2.29278 1.65313 2.65030
H 1.57254 -0.66949 1.08074
H 3.04969 -0.45653 2.04184
H 1.35459 -1.56648 3.16249
C -0.35697 0.20969 -0.77277
N -2.63390 0.29091 -2.42014
C -1.69385 -0.81605 -2.40579
N -0.67973 -0.89033 -1.67126
H 0.70305 0.43279 -0.88356
H -0.55381 -0.07298 0.26040
H -0.94040 1.09493 -1.02668
H -2.76064 0.58561 -3.38836
H -3.53353 -0.14990 -2.21241
H -1.93863 -1.63367 -3.08317
*
```

These are the Mulliken partial charges, in e, on atoms 1 to 4:
1. N -0.583
2. C -0.288
3. O -0.543
4. H 0.240

*three*
Entry from OMol25: a cluster of 2 separate species, C3H11N3O in total (ωB97M-V with the def2-TZVPD basis set).

* LUMO (alpha / beta): 0.7 / 0.7 eV

ORCA input file:
```
! wB97M-V def2-TZVPD RIJCOSX def2/J DEFGRID3
* xyz 0 1
C -2.24017 0.40338 0.00614
C -0.11818 -0.04021 -1.32960
C -1.15638 -0.54813 -0.48544
O -0.02439 1.30660 -1.53646
H 0.79423 1.50576 -2.00493
H 0.44794 -0.68281 -1.99160
H -1.54726 -1.49300 -0.86685
H -2.86103 -0.09511 0.75139
H -2.88086 0.74502 -0.80987
H -1.80834 1.28430 0.48267
N 1.14647 -0.47487 0.57304
N 2.18410 -1.27194 1.10142
N 1.31041 0.80433 1.15348
H -0.42746 -0.84512 0.45148
H 2.34844 -2.04764 0.46687
H 3.06752 -0.77266 1.21002
H 1.08156 0.77736 2.14785
H 0.68341 1.44475 0.68039
*
```

These are the Mulliken partial charges, in e, on atoms 1 to 4:
1. C -1.059
2. C -0.419
3. C -0.015
4. O -0.455

*four*
Entry from OMol25: a cluster of 2 separate species, C3H11N3O in total (ωB97M-V with the def2-TZVPD basis set).

* LUMO: 0.9 eV
* SMILES string: CC(=O)C(N)N.N

ORCA input file:
```
! wB97M-V def2-TZVPD RIJCOSX def2/J DEFGRID3
* xyz 0 1
C -1.06102 0.16719 0.08081
N -1.79197 -1.01584 0.49087
N -1.63692 0.59967 -1.17298
H -1.33816 -1.83522 0.07874
H -2.64366 0.68577 -1.03554
H -1.69296 -1.14877 1.49510
H -1.53342 -0.15273 -1.84921
H -1.23429 0.96823 0.81171
H 0.36940 0.51108 1.62695
C 1.35010 0.61767 -1.17096
C 0.63132 -0.32328 -0.23804
N 1.39096 0.16564 1.79573
O 0.84748 -1.53127 -0.23216
H 1.44928 -0.84515 1.92422
H 2.27884 0.61934 1.59358
H 1.00410 1.64299 -1.03477
H 1.18819 0.31196 -2.20495
H 2.42272 0.56274 -0.95908
*
```

These are the Mulliken partial charges, in e, on atoms 1 to 4:
1. C -0.458
2. N -0.674
3. N -0.683
4. H 0.290

The relative energies come out as *one* 0.0; *two* 28.4; *three* 119.3; *four* 42.4, with values in kcal/mol.

*one*
Entry from OMol25: a structure of composition C7H10N2 (ωB97M-V with the def2-TZVPD basis set).

* LUMO (alpha / beta): 0.4 / 0.4 eV

ORCA input file:
```
! wB97M-V def2-TZVPD RIJCOSX def2/J DEFGRID3
* xyz 0 1
C 0.17209 -0.45934 -0.00655
C -0.23495 1.51777 0.13513
C 1.46372 -0.30852 0.16846
C -1.05150 0.27986 -0.05206
C 2.50800 -1.35083 -0.07044
C -1.99664 0.10941 1.15280
C -1.88119 0.19832 -1.33561
N 0.87585 1.94775 0.19301
N 1.93589 1.06323 0.36002
H 2.16018 -2.00696 -0.88640
H 3.44887 -0.80149 -0.21968
H 2.53954 -1.94177 0.88288
H -2.55298 -0.82421 0.95933
H -2.66221 0.95861 1.38704
H -1.47391 -0.12459 2.23425
H -1.32562 0.71085 -2.16129
H -2.92256 0.48483 -1.12541
H -1.80381 -0.88860 -1.65817
H 2.80123 1.43567 0.04269
*
```

These are the Mulliken partial charges, in e, on atoms 1 to 4:
1. C -1.157
2. C -0.415
3. C 0.438
4. C 2.445

*two*
Entry from OMol25: a cluster of 2 separate species, C7H10N2 in total (ωB97M-V with the def2-TZVPD basis set).

* LUMO: 0.3 eV

ORCA input file:
```
! wB97M-V def2-TZVPD RIJCOSX def2/J DEFGRID3
* xyz 0 1
C 0.83630 0.35079 0.57217
C -0.47636 0.08978 1.35371
C -0.57780 1.04124 0.15758
C -1.03009 0.35648 -1.28051
C -0.79517 -1.01624 -1.03990
C 0.53570 -1.71235 -0.91692
C 1.27863 -0.79626 -0.27832
H 1.43837 2.46111 0.48516
H 1.54800 1.28596 2.15080
H -0.92185 -0.87850 1.78326
H -0.23972 0.73720 2.40297
H -0.42258 2.21198 0.45519
H -0.39295 0.87807 -1.89926
H -2.76314 -0.68572 -1.54561
H -1.25132 -1.31335 -0.02386
H 0.99679 -2.45448 -1.72382
H 2.27827 -1.01288 0.29354
N 1.77078 1.15770 1.14558
N -1.81185 -0.70053 -2.09176
*
```

These are the Mulliken partial charges, in e, on atoms 1 to 4:
1. C 0.937
2. C -0.848
3. C -0.324
4. C -0.622

*three*
Entry from OMol25: an isolated molecule of C7H10N2 (ωB97M-V with the def2-TZVPD basis set).

* LUMO: 0.9 eV
* SMILES string: C=C(CC)n1ccnc1

ORCA input file:
```
! wB97M-V def2-TZVPD RIJCOSX def2/J DEFGRID3
* xyz 0 1
C 1.74013 3.03417 0.52250
C 1.77448 1.90445 -0.31718
C 0.11277 1.82656 1.09557
C 1.44059 -1.10908 -0.47333
C 0.46229 -0.18944 -0.40516
C -1.89190 -1.11468 0.26206
C -1.03209 -0.50177 -0.76639
N 0.66822 2.97774 1.37110
N 0.74988 1.05056 0.10445
H 2.26489 3.85079 0.30806
H 2.43507 1.78896 -1.13089
H -0.87773 1.65026 1.60195
H 2.45946 -0.93212 -0.03401
H 1.44705 -2.14375 -0.90673
H -2.26784 -0.31924 0.90928
H -1.40407 -1.91226 0.70452
H -2.84491 -1.48469 -0.10878
H -0.91755 -1.21749 -1.61977
H -1.39623 0.43480 -1.32143
*
```

These are the Mulliken partial charges, in e, on atoms 1 to 4:
1. C -0.536
2. C -0.348
3. C -0.017
4. C -0.836

The relative energies come out as *one* 86.1; *two* 184.1; *three* 0.0, with values in kcal/mol.

*one*
Entry from OMol25: an isolated molecule of C2H2OS3 (ωB97M-V with the def2-TZVPD basis set).

* LUMO: -1.5 eV
* SMILES string: O=C(S)C(=S)S

ORCA input file:
```
! wB97M-V def2-TZVPD RIJCOSX def2/J DEFGRID3
* xyz 0 1
C -0.66311 0.51662 0.02050
C 0.52542 -0.50147 -0.05436
H -1.63955 -1.53868 0.10208
H 1.89320 1.33855 0.24042
O 0.32980 -1.69266 -0.15856
S -2.26941 -0.31206 -0.02323
S -0.38850 2.09024 -0.10297
S 2.21215 0.09947 -0.02387
*
```

These are the Mulliken partial charges, in e, on atoms 1 to 4:
1. C 0.251
2. C 0.526
3. H 0.214
4. H 0.120

*two*
Entry from OMol25: a structure of composition C2H2OS3 (ωB97M-V with the def2-TZVPD basis set).

* LUMO: -0.8 eV

ORCA input file:
```
! wB97M-V def2-TZVPD RIJCOSX def2/J DEFGRID3
* xyz 0 1
C -0.81385 0.44816 0.41887
C 0.31946 -0.04579 0.91565
O -0.26099 -1.26636 -1.44274
S -1.27653 -0.03050 -1.29500
S 1.90378 0.78195 -1.16684
S 1.16592 -0.77311 -0.31518
H -1.66376 0.92070 0.96603
H 0.62596 -0.03505 1.91920
*
```

These are the Mulliken partial charges, in e, on atoms 1 to 4:
1. C -0.223
2. C -0.193
3. O -0.331
4. S 0.101

The relative energies come out as *one* 0.0; *two* 55.1, with values in kcal/mol.